Entry from OMol25: 11 unconnected molecules or ions with the total composition C43H105N3O11 (ωB97M-V/def2-TZVPD).

Geometry as XYZ:
```
162
Properties=species:S:1:pos:R:3:forces:R:3
O -0.14160 4.09993 5.10527 0.153 -0.167 0.192
O -3.31163 -6.00874 -2.56654 -0.734 0.349 0.266
O -1.46310 -3.85288 5.24481 -0.009 -0.011 0.061
O 3.85260 0.48880 -5.02984 -0.077 0.095 -0.006
O -0.33032 -6.57259 -3.89953 -0.770 -0.010 0.374
O -5.95997 -1.55189 1.71607 -0.417 0.216 0.253
O -2.84772 -2.35902 -6.46890 0.027 0.075 0.140
O -4.86643 1.32533 6.00721 0.114 0.175 0.639
O -0.90135 -3.33147 0.47325 0.212 0.183 -0.536
O -4.52484 -4.18351 -5.13810 -0.127 0.288 0.149
O 4.69475 4.90182 -3.29881 -0.043 -0.052 0.236
N 4.15690 4.64162 -2.00043 0.291 0.136 -0.964
N 1.11722 3.76168 4.55730 -0.021 1.105 -0.980
N -0.32575 -2.07307 0.12010 0.391 0.320 0.846
C 0.60553 0.21596 -1.22870 -0.269 0.316 0.004
C 3.01270 -0.58626 -4.65457 -0.485 -0.242 -0.319
C 2.86855 5.14505 0.49218 -0.266 -0.716 -0.763
C 2.22095 3.64735 6.74998 0.251 0.758 0.314
C 0.19980 3.01090 2.47678 -0.558 -0.128 0.317
C -6.31274 -0.22785 1.31182 0.958 -0.115 -0.990
C -0.68024 0.27074 -0.40076 0.605 0.265 -0.540
C 0.53773 -7.62463 -3.46876 -0.313 1.112 -0.374
C 2.22460 4.35549 -0.65001 -0.900 -0.417 0.243
C 2.22588 4.28621 5.33007 0.344 -1.147 1.298
C 2.44534 2.26136 3.19076 0.638 -0.869 -0.703
C -5.28636 -2.76767 -3.26697 0.640 -0.582 0.536
C 3.77644 -1.79499 -4.15460 -0.111 -0.438 0.271
C -4.02632 1.65928 4.92422 -0.372 0.166 -1.004
C -6.94877 -0.25150 -0.06609 -0.453 -0.413 0.234
C 0.85401 -2.88899 -1.95096 -0.007 0.066 -0.962
C 1.90529 -3.06420 0.27486 -0.372 0.146 0.353
C -5.63596 -3.71117 -4.38802 0.305 -0.674 -0.381
C 1.03213 2.58751 3.69031 0.808 0.269 0.402
C -2.30342 -0.95913 0.92909 -0.492 -0.569 0.581
C 6.37855 5.01514 -1.11009 -0.305 -0.650 0.273
C 4.36791 4.96793 0.35592 0.498 0.020 0.407
C 3.58605 2.49821 4.16630 -0.451 0.223 0.666
C -3.33799 0.45518 4.32479 -0.368 -0.494 -0.012
C 1.53242 -0.80463 -0.61454 0.514 -0.171 0.168
C 3.55239 3.93297 4.66811 0.207 -0.117 -0.905
C -2.62487 -6.64720 -0.31345 -0.237 0.470 0.283
C 0.94831 -2.21930 -0.58069 0.324 -0.345 -0.331
C -1.63431 -4.87290 4.26622 -0.134 0.689 -0.362
C -2.58272 -4.44272 3.15024 -0.053 0.160 0.313
C 4.91518 5.42259 -1.00664 -0.478 0.048 0.725
C -2.69908 -5.54953 -1.36492 1.035 -0.686 -0.570
C 2.68609 4.72846 -2.06004 -0.038 0.428 0.593
C -1.34870 -1.09548 -0.25150 -0.214 -0.439 0.043
C 2.17286 3.69839 -3.05299 0.447 -0.126 -0.250
C 2.14516 5.78913 5.53083 -0.670 0.483 0.714
C 4.81966 6.95397 -1.07479 -0.363 0.312 -1.010
C -2.13490 -1.69172 -5.42825 -0.216 0.052 0.212
C 0.52149 1.36878 4.46594 -0.574 0.667 -0.264
C 1.24902 -7.23008 -2.19600 0.955 -0.326 -0.043
C -0.63720 -1.89293 -5.52364 0.196 0.286 -0.162
C -2.12833 -1.43463 -1.52834 -0.274 0.815 -0.330
C 2.13703 6.13589 -2.43253 -0.259 -0.108 -0.201
H 2.62362 2.73277 2.21780 0.146 0.383 0.258
H 0.03025 -6.00017 -4.57878 0.380 -0.254 0.024
H 3.72378 4.57425 3.79249 -0.051 0.163 0.144
H -4.14055 -3.45340 -5.64016 0.037 -0.054 -0.125
H -5.65358 -1.98566 0.91372 0.088 -0.182 0.104
H 4.69685 -1.94638 -4.71693 0.097 0.223 0.058
H 1.69461 6.59841 -1.55122 0.188 0.284 -0.039
H 2.12307 -7.87668 -2.04473 -0.239 -0.144 0.142
H -2.76252 0.70417 3.43225 0.314 0.140 0.245
H -2.97790 -0.10662 0.82362 0.227 0.166 -0.080
H 2.23269 -0.28298 -3.94170 0.265 0.113 0.218
H -6.27897 -0.73925 -0.77952 0.103 0.229 -0.069
H 3.98057 -1.71689 -3.08372 0.301 0.072 -0.070
H -2.74592 -0.04096 5.09456 0.297 0.024 -0.210
H 2.52088 6.17706 0.43966 0.241 0.113 0.270
H -2.61562 -2.40660 -1.54616 0.144 -0.106 0.246
H -3.61881 -4.38058 3.49551 -0.006 -0.284 -0.040
H 1.08357 1.20042 -1.25359 -0.052 -0.014 0.108
H -0.32620 -3.56696 1.20876 -0.329 -0.227 0.229
H 3.05148 6.13373 6.03113 0.204 0.038 -0.384
H 1.67517 -6.22822 -2.25904 -0.290 0.148 -0.001
H -2.95477 -1.82005 1.11069 0.134 -0.115 -0.403
H 6.88448 5.50839 -1.93306 0.164 0.045 0.054
H -0.40207 1.61473 4.99297 0.005 -0.005 -0.019
H 4.61331 3.90623 0.48266 -0.125 -0.016 -0.115
H 2.38884 3.28445 -0.47583 0.356 0.052 -0.128
H 2.53035 -0.78144 -1.06694 -0.177 -0.259 -0.301
H 1.64461 -4.12321 0.26210 0.092 -0.025 -0.150
H 6.85848 5.19044 -0.14570 0.207 0.344 -0.166
H 4.93563 5.47227 1.14606 -0.158 0.184 -0.057
H 4.56312 2.25549 3.74930 -0.073 0.015 -0.244
H 1.87079 -2.72701 1.31693 0.077 0.054 -0.061
H -4.61268 2.16036 4.13838 0.018 -0.006 0.056
H 0.52398 -3.92893 -1.90629 -0.389 0.138 0.255
H -0.41105 0.68674 0.57172 -0.165 -0.219 0.157
H -1.52755 -1.32951 -2.43334 0.132 -0.155 0.113
H -1.96807 -5.79806 4.74096 0.094 -0.127 -0.092
H 4.37465 4.09793 5.36541 -0.102 0.189 0.110
H 0.47123 4.04109 2.24899 0.055 -0.031 -0.188
H -3.29573 2.39890 5.25012 -0.038 -0.097 0.386
H 1.34206 6.10509 -3.18153 -0.004 -0.326 0.065
H 2.60083 2.62863 6.77077 -0.331 -0.161 -0.115
H -7.85126 -0.86838 -0.03513 -0.083 0.171 -0.042
H -0.64549 -5.00174 3.82439 0.066 -0.278 0.194
H -6.37260 -3.25398 -5.05859 -0.112 -0.034 0.070
H -2.49624 -5.12856 2.30799 -0.239 -0.005 -0.033
H 3.81856 7.34854 -0.91094 0.034 -0.127 0.496
H 2.86663 4.21229 7.43459 0.050 0.017 -0.174
H -2.37844 -7.60966 -0.76441 0.001 -0.024 -0.002
H -2.34186 -3.43652 2.80284 0.253 -0.086 -0.045
H -4.07434 -0.27749 3.97240 -0.092 0.068 0.104
H -3.42127 -6.96107 -2.51849 0.034 0.012 -0.016
H 2.65110 3.86187 -4.01851 -0.117 -0.028 -0.049
H -2.50719 -2.11206 -4.49179 0.007 -0.193 -0.104
H -0.36178 -2.90469 -5.23038 0.038 0.007 0.047
H -6.95763 0.24910 2.04365 0.020 -0.228 0.240
H -4.51739 -3.20996 -2.62273 0.029 -0.199 -0.242
H -7.20382 0.74808 -0.41380 0.037 0.004 -0.082
H -1.86878 -6.42521 0.44192 0.058 0.032 -0.069
H 0.20599 -2.33157 -2.62973 -0.161 -0.178 0.119
H 1.09492 3.77964 -3.18397 -0.052 -0.032 0.140
H -2.33131 -3.52890 5.50454 -0.006 -0.027 0.020
H -0.26201 -1.72265 -6.53711 -0.169 -0.025 -0.052
H -4.85004 -1.83658 -3.63146 -0.519 0.301 0.129
H -3.58214 -6.70492 0.20981 0.003 -0.319 -0.055
H 2.92028 -2.92717 -0.09482 0.048 -0.160 -0.022
H 2.87936 6.80041 -2.87170 0.095 0.059 0.194
H -5.37295 0.33238 1.20784 -0.185 0.316 0.370
H 3.21290 -2.72495 -4.27328 -0.194 0.160 -0.043
H 6.40452 3.93341 -1.25875 0.117 0.046 -0.183
H 1.36795 6.04079 6.26487 -0.110 -0.169 -0.205
H -1.68908 -5.26210 -1.67865 0.025 0.214 0.370
H -5.59709 0.76775 5.72475 0.152 0.008 -0.243
H 1.79674 -2.95156 -2.50544 0.261 0.237 0.490
H -1.72591 -0.87688 1.85250 0.051 0.318 -0.059
H 0.36850 2.39201 1.59471 0.004 -0.118 0.090
H 1.73026 -0.59093 0.44375 -0.206 0.428 -0.073
H -2.61119 -1.97868 -7.31969 0.016 0.022 0.025
H 1.92530 6.38215 4.64170 0.304 -0.200 -0.211
H 3.46022 1.83644 5.03013 0.033 -0.111 -0.104
H 4.36853 0.78429 -4.27316 -0.058 -0.016 0.067
H 0.37595 -0.00667 -2.27735 0.077 -0.198 0.054
H -1.39298 0.96247 -0.85740 -0.067 -0.044 0.053
H -0.11833 -8.46359 -3.24238 0.134 -0.249 -0.368
H -6.15688 -2.69922 -2.61112 -0.087 0.751 -0.176
H 2.50392 4.67570 1.40508 0.081 0.386 0.247
H -0.11014 -1.16178 -4.90467 -0.035 -0.168 0.200
H 5.52545 7.41747 -0.38856 -0.009 -0.057 0.083
H -0.86485 3.00636 2.72378 -0.018 -0.081 -0.107
H -0.36054 4.94535 4.69821 -0.075 -0.017 -0.052
H 1.12975 4.42967 -0.60116 0.053 0.261 -0.092
H 2.48763 1.19204 2.94138 -0.339 0.053 -0.019
H 0.30203 0.56331 3.76381 0.224 -0.263 0.211
H 2.43794 -0.85299 -5.54498 0.272 0.071 -0.177
H 4.48602 5.82594 -3.50064 0.022 0.070 -0.085
H 1.27701 1.13071 5.21128 -0.030 -0.474 -0.048
H -3.20097 -4.67024 -0.95843 -0.190 0.004 -0.189
H 1.21386 -7.82930 -4.29895 0.187 -0.485 0.224
H -6.05552 -4.62178 -3.95802 -0.242 0.093 -0.027
H 5.04333 7.33811 -2.08028 0.375 -0.167 0.110
H 0.59031 -7.32812 -1.33670 -0.009 0.224 0.076
H 2.43833 2.68969 -2.72930 -0.066 0.008 0.014
H 1.21940 3.73714 7.17053 -0.049 -0.370 -0.070
H -2.89493 -0.65524 -1.63366 -0.164 -0.255 0.018
H -2.42262 -0.63496 -5.38107 0.201 0.054 -0.269
```
Forces are in eV/Å.

Calculated values
Frontier orbital gap ... 0.31081 hartree
E_LUMO ... 0.434 eV
Relative energy (zero: lowest compared OMol25 entry of this formula, charge and spin) ... 0.000 eV
E_HOMO ... -8.023 eV
SMILES ... CC1(C)CCCC(C)(C)N1O.CC1(C)CCCC(C)(C)N1O.CC1(C)CCCC(C)(C)N1O.CCO.CCO.CCO.CCO.CCO.CCO.CCO.CCO